CN2O2 | wB97M-V/def2-TZVPD

Its maximum force is 0.046 hartree/bohr. The energy relative to the best compared isomer or geometry (same formula, charge and spin) is 0.497 eV. The structure (SMILES) is O=C=O.N#N. The calculation puts the highest occupied orbital energy at -12.91 eV. The orbital gap comes out at 13.475 eV.

Each line ends with the Mulliken charge.
CARTESIAN COORDINATES (ANGSTROEM)
C  -1.3412  0.1458  0.0365  0.67
N  2.1829  -0.5670  0.2426  -0.07
N  1.7637  0.2461  -0.3619  0.08
O  -2.2850  -0.4880  -0.0549  -0.33
O  -0.3204  0.6632  0.1377  -0.35